[1]
Molecular formula: C24H60AlN5O11
Method: DFT, the ωB97M-V functional and the def2-TZVPD basis

Structure (XYZ):
```
101
Properties=species:S:1:pos:R:3
Al 2.23 -3.77 -3.69
O 1.53 1.31 0.09
O -0.19 0.24 0.59
O -0.65 4.27 -1.00
O 2.82 5.05 1.48
O 1.26 -0.67 -0.71
O -4.53 6.09 8.25
O -2.91 1.64 5.64
O -1.32 -3.19 -3.64
O 2.10 -4.08 -7.30
O 0.56 -6.40 -1.96
O 4.56 -3.38 -0.98
N 2.79 -5.56 -0.23
N 0.91 0.27 -0.01
N -3.16 4.35 6.53
N 0.94 6.40 -0.12
N -0.45 -2.76 -6.40
C -2.04 -3.35 -2.34
C -5.25 4.97 7.83
C 5.07 -2.06 -0.87
C -0.67 -6.81 -2.54
C -4.63 4.43 6.56
C -4.75 6.49 9.61
C -3.62 0.45 5.26
C 2.20 7.01 0.27
C 1.20 -3.50 -8.22
C -2.00 -2.39 -4.58
C 3.31 6.03 0.57
C 3.74 3.96 1.58
C 4.22 -5.51 0.09
C -0.23 5.34 -1.86
C 2.26 -6.94 -0.27
C 4.74 -4.06 0.26
C -0.24 -3.51 -7.65
C -3.19 1.90 7.03
C 3.23 -4.65 -7.91
C -2.70 3.29 7.42
C -1.67 3.54 -1.74
C 0.79 -7.08 -0.71
C 1.16 5.72 -1.38
C -1.83 -3.00 -5.98
H -0.93 -3.06 -8.36
H 1.58 -2.49 -8.35
H 4.35 -6.07 1.02
H -4.85 5.19 5.80
H 0.10 -6.84 0.10
H -1.51 -6.70 -1.85
H 2.54 7.74 -0.45
H 4.61 4.40 2.07
H 5.79 -4.13 0.55
H 3.01 -5.41 -8.66
H -2.08 -4.06 -6.02
H -2.92 5.22 6.98
H 4.15 6.55 1.04
H 0.26 7.13 -0.27
H -5.20 3.60 6.14
H 4.09 3.51 0.65
H -6.29 5.28 7.73
H 4.17 -3.56 1.04
H 3.82 -3.79 -8.24
H -0.13 5.08 -2.91
H 2.30 -5.09 0.52
H 1.52 6.36 -2.18
H 4.77 -6.10 -0.64
H 1.98 7.59 1.17
H -5.72 6.96 9.76
H -4.24 1.71 7.28
H -2.84 -4.09 -2.40
H -2.48 -2.39 -2.08
H -4.64 5.64 10.28
H 1.19 -4.11 -9.12
H -0.90 6.20 -1.85
H 4.53 -1.49 -0.11
H -0.68 -7.87 -2.79
H -2.57 4.16 -1.80
H -4.69 0.64 5.35
H -1.38 -3.67 -1.53
H -2.97 3.45 8.46
H 3.78 -5.18 -7.14
H 2.89 -7.57 -0.90
H -1.48 3.23 -2.77
H -0.57 -4.53 -7.47
H -1.92 2.66 -1.14
H -4.02 7.27 9.82
H -3.37 -0.32 5.99
H -1.79 -1.32 -4.51
H 0.58 -8.14 -0.87
H -5.14 4.19 8.58
H 4.95 -1.54 -1.82
H 6.13 -2.13 -0.62
H 2.47 -7.36 0.71
H -1.61 3.37 7.45
H -3.38 0.11 4.25
H 3.40 3.15 2.22
H 1.75 4.81 -1.23
H 3.71 5.54 -0.33
H -2.57 1.20 7.59
H -0.87 -6.23 -3.44
H -3.06 -2.38 -4.32
H -2.63 -2.56 -6.58
H -0.56 -1.84 -6.80
```

The value obtained for the LUMO energy is -0.40300 Ha. Its total charge is +2. As for the frontier orbital gap: 1.62 eV. Its spin multiplicity is 1. The total energy comes out at -62399.215 eV.


[2]
Molecular formula: C3H6N5O3
Method: DFT, the ωB97M-V functional and the def2-TZVPD basis

Structure (XYZ):
```
17
Properties=species:S:1:pos:R:3
O 1.81 1.68 -0.23
O 3.10 -0.01 -0.03
O -0.16 -2.42 -0.17
N -1.30 0.88 -0.63
N 0.99 -1.80 -0.22
N -1.16 -1.44 -0.15
N 2.05 0.52 -0.04
N -0.82 0.33 1.56
C -0.90 1.88 -1.24
C 0.88 -0.43 -0.07
C -0.68 -0.07 0.23
H 1.84 -2.41 -0.30
H -1.98 -2.00 0.13
H -1.73 2.37 -1.79
H 0.27 2.11 -1.21
H -0.70 -0.35 2.32
H -1.50 1.17 1.84
```

The value obtained for the LUMO energy (alpha / beta) is -0.11928 / -0.29966 Ha. Its total charge is +1. As for the frontier orbital gap (alpha / beta): 9.18 / 5.82 eV. The energy above the lowest of the compared OMol25 structures with the same formula, charge and spin is 58.7 kJ/mol. Its spin multiplicity is 3. The total energy comes out at -16782.563 eV.


[3]
Molecular formula: C3H2ClNO
Method: DFT, the ωB97M-V functional and the def2-TZVPD basis

Structure (XYZ):
```
8
Properties=species:S:1:pos:R:3
Cl 3.34 0.51 0.09
O 0.81 0.75 0.01
N -1.19 -0.72 -0.12
C -0.99 -1.98 -0.14
C 1.76 -0.06 0.28
C -0.49 0.52 -0.18
H -2.17 -0.41 -0.12
H -1.06 1.37 0.17
```

The value obtained for the LUMO energy (alpha / beta) is 0.00365 / -0.05161 Ha. As for the frontier orbital gap (alpha / beta): 8.81 / 6.52 eV. The energy above the lowest of the compared OMol25 structures with the same formula, charge and spin is 743.4 kJ/mol. Its spin multiplicity is 1. The total energy comes out at -19194.938 eV.


[4]
Molecular formula: CH4N4S
Method: DFT, the ωB97M-V functional and the def2-TZVPD basis

Structure (XYZ):
```
10
Properties=species:S:1:pos:R:3
S 2.95 0.09 0.72
N 1.63 0.62 -1.48
N -0.35 -0.69 -0.28
N -0.77 -1.77 -0.12
N 2.29 0.42 -0.56
C -0.89 0.52 0.24
H -1.73 -1.80 0.50
H -1.49 1.09 -0.49
H 0.01 1.22 0.43
H -1.65 0.29 1.05
```

Its SMILES is N#[N+][S-].[H]/N=N\C. The value obtained for the LUMO energy is 0.02180 Ha. As for the frontier orbital gap: 9.33 eV. The energy above the lowest of the compared OMol25 structures with the same formula, charge and spin is 222.6 kJ/mol. Its spin multiplicity is 1. The total energy comes out at -17893.959 eV.


[5]
Molecular formula: C4H8N2O
Method: DFT, the ωB97M-V functional and the def2-TZVPD basis

Structure (XYZ):
```
15
Properties=species:S:1:pos:R:3
O -0.58 0.88 -1.79
N -1.52 -1.12 -1.33
N 0.42 0.35 1.33
C 1.60 0.92 0.69
C -0.87 0.50 0.69
C -0.90 0.07 -0.94
C 1.28 -0.54 0.60
H -1.79 -1.16 -2.31
H 2.33 1.32 1.40
H -1.57 -0.13 1.25
H 0.76 -0.76 -0.35
H -1.29 -2.03 -0.94
H 1.48 1.48 -0.23
H -1.17 1.55 0.80
H 1.81 -1.33 1.13
```

Its SMILES is NC(=O)CN1CC1. The value obtained for the LUMO energy is 0.03436 Ha. As for the frontier orbital gap: 10.02 eV. The energy above the lowest of the compared OMol25 structures with the same formula, charge and spin is 262.2 kJ/mol. Its spin multiplicity is 1. The total energy comes out at -9303.676 eV.


[6]
Molecular formula: C22H33BiCl2N4O3
Method: DFT, the ωB97M-V functional and the def2-TZVPD basis

Structure (XYZ):
```
65
Properties=species:S:1:pos:R:3
Bi 0.08 0.34 -0.42
Cl 1.07 -0.02 -2.69
Cl -0.26 2.83 -0.07
O 0.24 -2.27 0.00
O -0.84 -0.15 2.11
O 3.10 1.25 -3.87
N -2.44 0.29 3.70
N 2.46 0.17 1.00
N 1.31 -4.21 -0.51
N 1.92 -1.50 2.49
C -1.73 0.59 2.61
C 3.53 3.78 -5.05
C 3.13 3.97 -7.82
C 2.95 1.35 -5.07
C -2.09 -0.01 -1.28
C 2.50 -4.84 -1.04
C -2.14 -0.86 4.55
C 3.34 1.06 0.52
C -2.86 -0.83 -0.58
C 4.61 1.25 1.08
C 4.99 0.45 2.18
C 2.82 -0.60 2.05
C 3.19 2.64 -5.79
C 0.23 -5.07 -0.03
C -4.35 -1.04 -0.76
C -3.57 1.11 4.09
C 1.22 -2.88 -0.50
C -2.44 0.85 -2.44
C 4.09 -0.49 2.67
C 3.63 5.03 -5.68
C 3.03 2.73 -7.18
C 3.42 5.12 -7.07
H -3.73 1.87 3.32
H 2.97 -5.48 -0.28
H 3.48 6.09 -7.56
H 2.13 -2.05 3.31
H 5.27 2.00 0.66
H 0.60 -5.71 0.78
H -4.58 -2.10 -0.97
H -1.33 -1.44 4.12
H 0.96 -1.46 2.17
H 3.71 3.70 -3.97
H 2.83 1.82 -7.74
H 3.87 5.92 -5.09
H -1.94 0.53 -3.36
H -4.75 -0.44 -1.59
H -2.11 1.89 -2.23
H -0.60 -4.46 0.32
H 2.27 -5.46 -1.91
H -3.40 1.60 5.05
H 3.03 1.64 -0.35
H -1.86 -0.52 5.56
H -4.48 0.49 4.18
H 2.99 4.04 -8.90
H -4.90 -0.78 0.15
H 2.69 0.48 -5.73
H 4.32 -1.15 3.50
H -1.99 1.56 2.15
H -3.03 -1.48 4.66
H -3.52 0.88 -2.62
H -2.45 -1.43 0.24
H 2.07 -2.35 -0.96
H -0.10 -5.73 -0.84
H 5.97 0.58 2.64
H 3.19 -4.05 -1.33
```

The value obtained for the LUMO energy is 0.01769 Ha. As for the frontier orbital gap: 7.32 eV. The energy above the lowest of the compared OMol25 structures with the same formula, charge and spin is 0.0 kJ/mol. Its spin multiplicity is 1. The total energy comes out at -66338.019 eV.


[7]
Molecular formula: CH6NS
Method: DFT, the ωB97M-V functional and the def2-TZVPD basis

Structure (XYZ):
```
9
Properties=species:S:1:pos:R:3
S -0.87 1.70 0.26
N 1.10 -0.59 -0.17
C -0.84 0.09 -0.32
H -1.37 -0.56 0.32
H 1.69 0.05 0.43
H -0.97 1.30 1.62
H 1.47 -0.56 -1.10
H 0.95 -1.57 0.29
H -1.17 0.15 -1.32
```

The value obtained for the LUMO energy is -0.18839 Ha. Its total charge is +1. As for the frontier orbital gap: 9.93 eV. The energy above the lowest of the compared OMol25 structures with the same formula, charge and spin is 97.6 kJ/mol. Its spin multiplicity is 1. The total energy comes out at -13451.099 eV.


[8]
Molecular formula: C20AlB5O40
Method: DFT, the ωB97M-V functional and the def2-TZVPD basis

Structure (XYZ):
```
66
Properties=species:S:1:pos:R:3
Al 5.02 1.85 1.26
O -4.64 5.71 2.36
O -0.36 1.43 -0.63
O -0.56 6.28 0.99
O 4.46 3.80 -6.65
O 5.25 -0.54 -7.87
O -2.83 1.82 -4.48
O 0.86 -3.91 9.44
O 2.97 -0.37 -7.34
O 1.70 -2.96 0.42
O 2.06 -1.61 5.68
O -1.61 -6.01 1.66
O -2.74 -6.46 3.60
O -1.13 1.27 -2.74
O -0.61 -3.02 7.58
O 1.75 -3.22 7.25
O 1.76 6.43 0.98
O -4.62 6.93 -0.31
O 0.43 -5.26 7.59
O 2.36 -2.50 -8.06
O -2.44 -0.46 -4.01
O 1.09 9.30 1.83
O -3.37 0.91 -2.19
O -3.28 1.22 0.04
O 4.13 1.76 -7.64
O -2.91 1.73 -6.68
O -3.66 -3.68 3.12
O 5.13 2.23 -4.39
O -0.93 -1.36 6.11
O -2.33 -3.79 1.38
O 5.21 -2.51 -8.96
O -2.58 -1.19 -6.08
O 0.31 -4.07 -2.02
O -2.50 6.70 2.41
O 4.56 0.47 -5.66
O -1.04 8.43 1.83
O -2.41 7.30 0.14
O -1.10 -4.96 -0.46
O 0.05 -4.22 1.42
O -0.09 -7.12 8.62
O 0.69 -5.54 11.08
C 0.66 6.94 1.14
C 0.23 -5.95 8.64
C -2.61 -0.28 -5.25
C 4.75 1.74 -5.43
C -2.46 -5.75 2.66
C 4.62 -1.65 -8.30
C -2.95 -4.30 2.40
C -1.30 1.35 -1.45
C -0.23 -2.20 6.67
C 3.15 -1.61 -7.86
C 4.38 2.56 -6.69
C 0.29 8.38 1.60
C 0.62 -5.14 9.92
C 0.71 -3.75 0.43
C -3.68 6.39 1.91
C 1.36 -2.32 6.42
C -2.81 1.17 -1.10
C -3.64 6.91 0.41
C -2.81 1.21 -5.58
C 0.03 -4.30 -0.89
B 4.31 0.33 -7.16
B -1.62 7.18 1.34
B -2.44 0.90 -3.35
B -1.24 -4.73 0.97
B 0.63 -3.86 7.96
```

The value obtained for the LUMO energy is -0.19245 Ha. Its total charge is -2. As for the frontier orbital gap: 1.37 eV. The energy above the lowest of the compared OMol25 structures with the same formula, charge and spin is 977.3 kJ/mol. Its spin multiplicity is 1. The total energy comes out at -112636.512 eV.


[9]
Molecular formula: C28H30NO
Method: DFT, the ωB97M-V functional and the def2-TZVPD basis

Structure (XYZ):
```
60
Properties=species:S:1:pos:R:3
O -3.01 1.51 -4.77
N 1.12 -0.52 2.76
C 3.35 0.42 2.85
C -2.08 3.65 -1.88
C -4.92 3.97 -6.80
C -2.13 3.15 -3.15
C -4.03 2.10 -5.57
C -1.69 5.76 0.50
C -0.28 -0.61 2.85
C -1.20 6.83 1.21
C 2.00 -1.63 3.18
C -2.80 3.49 0.52
C -3.48 1.31 -2.37
C -2.28 4.66 1.16
C -1.01 -1.88 3.20
C -2.76 3.02 -0.81
C 1.85 0.76 2.85
C -2.37 4.72 2.56
C -5.23 1.42 -5.78
C -1.88 5.80 3.26
C 3.45 -1.12 3.02
C -6.11 3.28 -6.99
C -3.44 1.82 -1.11
C -2.86 1.98 -3.44
C -2.57 -0.06 2.84
C -2.51 -1.60 2.94
C -6.26 2.01 -6.48
C -1.15 0.39 2.63
C -1.28 6.85 2.59
C -3.89 3.38 -6.10
H -4.02 0.40 -2.58
H 1.55 1.26 3.78
H -0.89 7.68 3.15
H -2.95 0.37 3.78
H -3.32 2.83 1.20
H -7.19 1.48 -6.61
H -1.97 5.82 4.34
H 1.57 1.41 2.01
H 4.07 -1.40 3.89
H -1.68 5.82 -0.56
H -0.84 -2.10 4.26
H -0.86 1.38 2.31
H 3.92 -1.58 2.15
H -1.62 3.65 -3.96
H 1.80 -2.52 2.58
H 3.88 0.94 3.66
H -2.97 3.91 -5.95
H -1.47 4.51 -1.71
H -0.74 7.66 0.69
H -2.82 -2.06 1.99
H -3.94 1.30 -0.31
H -0.63 -2.72 2.62
H -3.16 -2.00 3.72
H 3.83 0.74 1.92
H -5.34 0.43 -5.37
H -4.81 4.96 -7.19
H -3.23 0.29 2.04
H 1.77 -1.87 4.23
H -2.84 3.91 3.09
H -6.92 3.75 -7.52
```

The value obtained for the LUMO energy is -0.21046 Ha. Its total charge is +1. As for the frontier orbital gap: 3.60 eV. The energy above the lowest of the compared OMol25 structures with the same formula, charge and spin is 192.5 kJ/mol. Its spin multiplicity is 1. The total energy comes out at -33052.114 eV.


[10]
Molecular formula: C10H14O3S2
Method: DFT, the ωB97M-V functional and the def2-TZVPD basis

Structure (XYZ):
```
29
Properties=species:S:1:pos:R:3
S -1.58 -2.05 -1.17
S -3.79 -2.39 -0.90
O -1.48 -1.67 -2.57
O -0.94 -3.26 -0.78
O -3.96 -2.67 0.52
C -1.96 0.41 0.25
C 1.79 -2.13 1.80
C 1.36 -1.27 0.72
C 2.68 2.26 0.58
C -0.57 2.11 -0.81
C 2.00 2.89 -0.67
C 0.60 2.45 -0.71
C 0.12 -1.01 0.46
C -1.87 1.51 -0.86
C -0.98 -0.65 -0.05
H -3.04 0.07 -0.02
H -2.13 1.06 -1.81
H 1.15 -2.04 2.74
H -2.63 2.24 -0.58
H 2.08 4.09 -0.54
H 2.01 2.09 1.31
H -3.38 -3.46 -1.43
H 3.56 2.86 0.87
H 2.78 -1.98 2.21
H 1.95 -3.28 1.46
H 2.53 2.57 -1.54
H 3.22 1.36 0.21
H 2.07 -0.89 0.07
H -1.59 0.79 1.23
```

The value obtained for the LUMO energy is -0.01635 Ha. As for the frontier orbital gap: 8.82 eV. The energy above the lowest of the compared OMol25 structures with the same formula, charge and spin is 467.4 kJ/mol. Its spin multiplicity is 1. The total energy comes out at -38402.814 eV.


[11]
Molecular formula: C6H6BaO3
Method: DFT, the ωB97M-V functional and the def2-TZVPD basis

Structure (XYZ):
```
16
Properties=species:S:1:pos:R:3
Ba 3.29 -0.41 -1.89
O 1.04 -0.62 -0.56
O -3.91 -0.16 1.68
O -4.05 0.48 -0.48
C 2.41 0.24 1.73
C -2.03 -0.29 0.32
C -1.00 -1.08 0.50
C 0.39 -0.71 0.51
C -3.48 0.02 0.53
C 0.99 -0.28 1.81
H -1.50 -2.04 0.05
H 2.77 0.51 2.73
H 2.47 1.16 1.12
H 3.11 -0.53 1.36
H 0.92 -1.15 2.48
H 0.31 0.47 2.25
```

The value obtained for the LUMO energy (alpha / beta) is -0.24266 / -0.24287 Ha. Its total charge is +1. As for the frontier orbital gap (alpha / beta): 2.95 / 2.88 eV. The energy above the lowest of the compared OMol25 structures with the same formula, charge and spin is 138.1 kJ/mol. Its spin multiplicity is 2. The total energy comes out at -13142.910 eV.


[12]
Molecular formula: C38H34BrClN4O2PRb
Method: DFT, the ωB97M-V functional and the def2-TZVPD basis

Structure (XYZ):
```
82
Properties=species:S:1:pos:R:3
Rb -0.13 -0.05 0.05
Br -1.02 0.98 2.95
Cl 1.53 1.72 -1.56
P 3.23 -0.37 0.01
O 1.61 -3.98 -1.14
O -0.21 -2.27 -0.86
N -4.86 0.98 -1.59
N -0.69 -1.91 2.02
N -0.54 -3.05 1.38
N -2.94 0.78 -0.55
C 5.81 -3.46 0.46
C 6.80 -2.98 1.30
C -1.51 -5.63 -0.21
C 4.74 -2.65 0.12
C -5.15 1.03 -0.25
C 0.69 -4.94 -0.94
C 3.20 1.53 -2.05
C -0.58 -4.62 -0.42
C 4.00 0.63 -1.34
C -3.52 0.82 -1.73
C -0.73 0.69 6.24
C 0.98 -6.27 -1.24
C 5.32 0.49 -1.77
C 3.41 2.22 1.30
C -1.21 -6.96 -0.49
C -0.89 -3.16 -0.10
C 0.04 -7.27 -1.01
C 3.32 3.03 2.43
C -0.49 -0.46 5.33
C 2.67 0.34 2.60
C -0.35 -1.79 3.25
C -3.96 0.91 0.38
C 2.94 2.49 3.65
C 3.66 2.28 -3.12
C -0.51 3.02 6.86
C 5.66 -0.86 1.44
C 4.98 2.12 -3.51
C -1.20 2.78 8.04
C -2.83 0.71 -3.05
C 3.09 0.87 1.37
C -1.40 0.46 7.44
C 4.66 -1.34 0.59
C 5.81 1.23 -2.84
C -0.57 -0.55 4.01
C 6.73 -1.68 1.79
C -1.64 1.50 8.33
C -0.27 1.98 5.97
C 2.62 1.14 3.73
H 3.57 4.08 2.36
H -5.52 1.03 -2.35
H -6.16 1.15 0.13
H 3.74 2.65 0.36
H -1.95 -7.73 -0.33
H 5.97 -0.20 -1.25
H -1.81 0.39 -2.90
H 1.96 -6.50 -1.65
H -1.38 3.59 8.74
H -1.74 -0.54 7.67
H -0.28 -1.41 5.83
H 2.32 0.70 4.68
H 2.42 -0.71 2.67
H 0.27 2.18 5.05
H 3.94 -3.04 -0.51
H 7.50 -1.30 2.45
H 0.29 -8.29 -1.25
H -0.10 -3.84 1.83
H -3.32 -0.03 -3.69
H 2.89 3.11 4.53
H 6.84 1.10 -3.15
H 7.64 -3.62 1.58
H -1.97 -3.00 -0.14
H 3.00 2.96 -3.63
H 5.36 2.69 -4.35
H -2.82 1.67 -3.58
H 1.09 -3.12 -0.97
H -0.15 4.02 6.63
H 5.61 0.15 1.83
H -2.17 1.30 9.25
H 0.07 -2.63 3.81
H -3.75 0.89 1.44
H -2.49 -5.36 0.19
H 5.85 -4.48 0.09
```

The value obtained for the LUMO energy is 0.00875 Ha. As for the frontier orbital gap: 7.60 eV. The energy above the lowest of the compared OMol25 structures with the same formula, charge and spin is 62.6 kJ/mol. Its spin multiplicity is 1. The total energy comes out at -142522.207 eV.


[13]
Molecular formula: C4H6ClN3
Method: DFT, the ωB97M-V functional and the def2-TZVPD basis

Structure (XYZ):
```
14
Properties=species:S:1:pos:R:3
Cl -0.95 0.23 2.31
N 1.05 -0.45 -1.50
N 0.22 1.39 -2.55
N 0.70 -1.60 -0.71
C 0.58 -1.16 0.65
C 0.16 0.62 -1.53
C -0.53 0.89 -0.26
C -0.31 0.04 0.76
H 1.52 -2.16 -0.85
H 1.57 -0.78 1.01
H -0.43 2.23 -2.55
H -1.25 1.76 -0.16
H 1.25 -0.73 -2.41
H 0.28 -1.94 1.31
```

Its SMILES is [H]/N=C1\C=C(Cl)CNN1. The value obtained for the LUMO energy is 0.02455 Ha. As for the frontier orbital gap: 9.14 eV. The energy above the lowest of the compared OMol25 structures with the same formula, charge and spin is 257.0 kJ/mol. Its spin multiplicity is 1. The total energy comes out at -21236.240 eV.